Model w:
{"formula": "C2H9N2OP", "method": "wB97M-V/def2-TZVPD", "total_charge": 0, "homo_lumo_gap_ev": 9.78, "e_homo_ha": -0.320, "e_lumo_ev": 1.067, "symbols": ["N", "N", "P", "C", "C", "O", "H", "H", "H", "H", "H", "H", "H", "H", "H"], "xyz": [[-0.193, -2.459, -0.539], [-0.607, -1.486, 0.436], [1.047, -0.733, 1.033], [0.474, 0.992, 1.254], [-0.075, 1.437, -0.224], [-1.078, 2.464, -0.278], [-0.922, -2.824, -1.097], [0.415, -3.165, -0.155], [-1.035, -1.954, 1.299], [1.571, -0.534, -0.299], [-0.396, 0.915, 1.920], [1.378, 1.586, 1.725], [-0.494, 0.535, -0.596], [0.666, 1.755, -0.851], [-1.896, 2.174, 0.162]], "mulliken_charge": [-0.489, -0.412, 0.020, -0.459, -0.539, -0.554, 0.203, 0.213, 0.278, 0.081, 0.273, 0.291, 0.390, 0.409, 0.295]}

***

Model x:
{"formula": "C2H9N2OP", "method": "wB97M-V/def2-TZVPD", "total_charge": 0, "homo_lumo_gap_ev": 10.32, "e_homo_ha": -0.347, "e_lumo_ev": 0.890, "symbols": ["C", "P", "C", "N", "O", "N", "H", "H", "H", "H", "H", "H", "H", "H", "H"], "xyz": [[-1.471, 0.843, 0.360], [-0.071, -0.106, -0.319], [1.025, 1.114, -1.150], [-0.695, -1.376, -0.972], [1.002, -0.354, 0.944], [0.953, -1.558, 1.695], [-1.889, 1.431, -0.454], [-2.227, 0.138, 0.696], [-1.152, 1.494, 1.167], [0.699, 1.265, -2.177], [1.018, 2.056, -0.612], [2.036, 0.706, -1.140], [-0.070, -1.938, -1.532], [0.589, -2.282, 1.064], [0.254, -1.431, 2.431]], "mulliken_charge": [-1.059, 0.917, -1.066, -0.806, -0.330, -0.462, 0.354, 0.312, 0.342, 0.361, 0.316, 0.330, 0.236, 0.313, 0.241]}

***

The least stable of them is model w.

***

Model w:
{"formula": "C11H21N3O3", "method": "wB97M-V/def2-TZVPD", "total_charge": 0, "homo_lumo_gap_ev": 10.04, "e_homo_ha": -0.341, "e_lumo_ev": 0.753, "symbols": ["C", "N", "C", "O", "C", "N", "C", "O", "C", "C", "N", "C", "C", "O", "C", "C", "C", "H", "H", "H", "H", "H", "H", "H", "H", "H", "H", "H", "H", "H", "H", "H", "H", "H", "H", "H", "H", "H"], "xyz": [[-0.061, 2.410, -3.842], [-0.457, 1.334, -2.907], [0.269, 0.870, -1.859], [1.369, 1.330, -1.478], [-0.342, -0.344, -1.138], [-0.313, -0.092, 0.345], [-1.287, -0.334, 1.206], [-2.345, -0.879, 0.889], [-0.991, 0.007, 2.690], [-1.043, -1.222, 3.592], [0.255, 0.690, 2.988], [0.509, 1.934, 2.562], [1.876, 2.507, 2.882], [-0.268, 2.569, 1.875], [0.364, -1.672, -1.490], [-0.188, -2.904, -0.783], [0.350, -1.946, -3.020], [-0.868, 3.139, -3.975], [0.304, 1.992, -4.800], [0.750, 2.946, -3.373], [-1.312, 0.825, -3.100], [-1.400, -0.433, -1.414], [0.569, 0.237, 0.726], [-1.774, 0.727, 2.970], [-0.231, -1.917, 3.305], [-2.039, -1.666, 3.464], [-0.909, -0.933, 4.630], [0.993, 0.167, 3.485], [2.647, 1.919, 2.396], [2.021, 2.539, 3.949], [1.898, 3.550, 2.476], [1.384, -1.543, -1.219], [-0.025, -2.824, 0.266], [-1.210, -3.058, -0.992], [0.365, -3.773, -1.188], [0.999, -2.803, -3.132], [0.783, -1.141, -3.612], [-0.640, -2.207, -3.373]], "mulliken_charge": [-0.885, -0.139, 0.175, -0.706, -0.414, -0.077, 0.247, -0.712, 0.615, -1.663, -0.262, 0.701, -1.260, -0.610, 0.705, -1.585, -1.610, 0.307, 0.289, 0.338, 0.241, 0.521, 0.339, 0.250, 0.414, 0.385, 0.436, 0.292, 0.343, 0.367, 0.307, 0.313, 0.274, 0.390, 0.480, 0.483, 0.371, 0.339]}

***

Model x:
{"formula": "C11H21N3O3", "method": "wB97M-V/def2-TZVPD", "total_charge": 0, "homo_lumo_gap_ev": 10.08, "e_homo_ha": -0.350, "e_lumo_ev": 0.547, "symbols": ["C", "N", "C", "O", "C", "N", "C", "O", "C", "C", "N", "C", "C", "O", "C", "C", "C", "H", "H", "H", "H", "H", "H", "H", "H", "H", "H", "H", "H", "H", "H", "H", "H", "H", "H", "H", "H", "H"], "xyz": [[1.388, -3.170, 0.640], [1.136, -1.863, 1.146], [0.433, -1.634, 2.233], [0.418, -2.441, 3.099], [-0.207, -0.224, 2.435], [-0.623, 0.518, 1.251], [0.127, 0.956, 0.277], [1.304, 0.924, 0.313], [-0.614, 1.910, -0.805], [-1.222, 3.015, -0.035], [0.311, 2.331, -1.901], [-0.143, 2.912, -3.060], [0.824, 3.459, -4.098], [-1.367, 3.142, -3.209], [0.570, 0.669, 3.388], [1.407, 0.058, 4.494], [-0.395, 1.802, 3.869], [0.535, -3.457, 0.116], [1.410, -3.818, 1.478], [2.314, -3.138, 0.084], [1.218, -1.148, 0.412], [-1.172, -0.435, 2.858], [-1.585, 0.733, 1.166], [-1.444, 1.273, -1.254], [-1.973, 2.768, 0.718], [-0.438, 3.762, 0.347], [-1.844, 3.487, -0.748], [1.234, 2.203, -1.768], [0.180, 4.165, -4.735], [1.574, 4.239, -3.809], [1.235, 2.743, -4.699], [1.401, 1.160, 2.815], [2.090, -0.685, 4.045], [1.962, 0.847, 5.102], [0.660, -0.441, 5.119], [-0.678, 2.461, 3.058], [-1.272, 1.495, 4.490], [0.199, 2.480, 4.554]], "mulliken_charge": [-1.161, -0.138, -0.010, -0.622, 0.069, -0.014, 0.270, -0.653, 0.032, -1.388, -0.119, 0.644, -1.082, -0.624, 0.771, -1.606, -1.269, 0.366, 0.421, 0.313, 0.222, 0.471, 0.345, 0.289, 0.364, 0.208, 0.537, 0.179, 0.294, 0.326, 0.334, 0.160, 0.365, 0.393, 0.354, 0.263, 0.326, 0.369]}

***

The least stable of them is model x.

***

Model w:
{"formula": "C25H28N2O5", "method": "wB97M-V/def2-TZVPD", "total_charge": 0, "homo_lumo_gap_ev": 8.55, "e_homo_ha": -0.294, "e_lumo_ev": 0.546, "symbols": ["C", "N", "C", "O", "C", "C", "C", "C", "C", "C", "O", "C", "C", "N", "C", "C", "O", "H", "H", "H", "H", "H", "H", "H", "H", "H", "H", "H", "H", "H", "H", "H", "H", "C", "C", "C", "C", "C", "O", "C", "C", "C", "C", "C", "C", "C", "O", "C", "H", "H", "H", "H", "H", "H", "H", "H", "H", "H", "H", "H"], "xyz": [[-2.993, 2.864, -4.817], [-3.345, 1.844, -3.831], [-2.785, 1.733, -2.621], [-1.921, 2.516, -2.236], [-3.277, 0.628, -1.661], [-2.640, -0.741, -1.955], [-1.125, -0.780, -1.849], [-0.504, -0.583, -0.599], [0.898, -0.648, -0.485], [1.685, -0.928, -1.623], [3.036, -1.023, -1.526], [1.064, -1.122, -2.873], [-0.338, -1.045, -2.987], [-4.741, 0.486, -1.520], [-5.633, 0.173, -2.462], [-7.079, 0.157, -2.027], [-5.344, -0.098, -3.620], [-3.052, 3.854, -4.359], [-3.676, 2.816, -5.665], [-1.971, 2.701, -5.165], [-4.058, 1.163, -4.074], [-2.908, 0.930, -0.680], [-3.039, -1.471, -1.248], [-2.934, -1.062, -2.955], [-1.103, -0.378, 0.276], [1.371, -0.479, 0.469], [3.352, -0.983, -0.613], [1.676, -1.329, -3.738], [-0.807, -1.195, -3.949], [-5.116, 0.685, -0.608], [-7.693, -0.198, -2.854], [-7.386, 1.165, -1.754], [-7.196, -0.511, -1.176], [0.952, -4.390, 2.569], [1.883, -3.232, 2.813], [2.006, -2.690, 4.100], [2.869, -1.613, 4.335], [3.609, -1.059, 3.287], [4.454, -0.005, 3.526], [4.017, 1.262, 3.206], [2.709, 1.583, 2.785], [2.357, 2.905, 2.490], [3.304, 3.924, 2.615], [4.603, 3.622, 3.032], [4.950, 2.298, 3.323], [3.493, -1.603, 2.002], [4.218, -1.047, 0.987], [2.637, -2.681, 1.766], [1.019, -4.738, 1.534], [-0.081, -4.091, 2.765], [1.208, -5.224, 3.230], [1.434, -3.108, 4.923], [2.970, -1.194, 5.332], [1.948, 0.816, 2.689], [1.348, 3.140, 2.164], [3.031, 4.950, 2.386], [5.339, 4.414, 3.132], [5.958, 2.064, 3.653], [4.786, -0.358, 1.384], [2.562, -3.084, 0.761]], "mulliken_charge": [-1.000, -0.025, 0.160, -0.714, 0.220, -1.440, 0.586, -0.619, 0.117, 0.405, -0.597, -0.818, -0.560, -0.142, 0.809, -1.330, -0.716, 0.314, 0.365, 0.295, 0.249, 0.526, 0.503, 0.380, 0.412, 0.172, 0.322, 0.432, 0.389, 0.272, 0.342, 0.336, 0.362, -1.524, 0.743, -0.758, -0.395, 0.635, -0.593, 0.358, 0.116, -0.793, -0.424, -0.485, -0.435, 0.404, -0.695, -0.560, 0.337, 0.323, 0.392, 0.409, 0.455, 0.336, 0.389, 0.370, 0.375, 0.394, 0.290, 0.331]}

***

Model x:
{"formula": "C25H28N2O5", "method": "wB97M-V/def2-TZVPD", "total_charge": 0, "homo_lumo_gap_ev": 8.20, "e_homo_ha": -0.294, "e_lumo_ev": 0.210, "symbols": ["C", "C", "O", "C", "C", "C", "C", "N", "C", "O", "C", "C", "N", "C", "C", "C", "O", "C", "C", "O", "C", "O", "C", "C", "C", "C", "C", "C", "C", "C", "C", "C", "H", "H", "H", "H", "H", "H", "H", "H", "H", "H", "H", "H", "H", "H", "H", "H", "H", "H", "H", "H", "H", "H", "H", "H", "H", "H", "H", "H"], "xyz": [[-0.249, 4.909, -5.155], [0.793, 3.828, -5.428], [1.826, 3.811, -4.463], [1.598, 3.277, -3.234], [2.667, 3.403, -2.329], [2.583, 2.894, -1.058], [1.422, 2.238, -0.640], [1.297, 1.732, 0.624], [0.214, 1.037, 1.115], [0.197, 0.670, 2.275], [-0.868, 0.839, 0.150], [-2.002, -0.037, 0.606], [-1.732, -1.435, 0.327], [-1.547, -1.811, -1.057], [-0.063, -1.808, -1.505], [0.404, -3.222, -1.878], [1.774, -3.227, -2.224], [2.545, -2.749, -1.145], [2.103, -1.334, -0.772], [0.734, -1.307, -0.446], [-1.388, -2.362, 1.263], [-1.025, -3.480, 0.941], [-1.549, -1.981, 2.695], [-0.437, -1.985, 3.526], [-0.574, -1.690, 4.868], [-1.820, -1.408, 5.415], [-1.956, -1.069, 6.868], [-2.932, -1.431, 4.582], [-2.802, -1.712, 3.235], [-0.801, 1.380, -1.085], [0.349, 2.099, -1.536], [0.449, 2.626, -2.830], [-0.750, 4.738, -4.206], [0.233, 5.883, -5.117], [-0.989, 4.913, -5.950], [0.322, 2.841, -5.508], [1.307, 4.039, -6.369], [3.556, 3.910, -2.668], [3.412, 2.999, -0.373], [2.067, 1.858, 1.271], [-2.118, 0.082, 1.684], [-2.931, 0.247, 0.097], [-1.938, -2.826, -1.173], [-2.131, -1.131, -1.678], [0.074, -1.147, -2.381], [-0.135, -3.587, -2.753], [0.223, -3.880, -1.017], [3.585, -2.760, -1.473], [2.418, -3.409, -0.274], [2.632, -0.980, 0.115], [2.297, -0.652, -1.616], [0.532, -2.206, 3.108], [0.299, -1.680, 5.505], [-1.733, -0.013, 7.024], [-1.257, -1.650, 7.468], [-2.967, -1.259, 7.221], [-3.911, -1.226, 4.993], [-3.678, -1.735, 2.600], [-1.621, 1.255, -1.781], [-0.394, 2.496, -3.491]], "mulliken_charge": [-1.015, -0.401, -0.456, 0.427, -0.810, -0.879, -0.175, 0.125, 0.077, -0.754, 0.766, -1.700, 0.196, -1.743, 0.528, -1.039, -0.423, -0.736, -0.467, -0.059, 0.565, -0.646, 0.208, -0.562, -0.880, 0.938, -1.472, -0.793, 0.008, -0.356, 0.596, -0.009, 0.312, 0.310, 0.350, 0.316, 0.320, 0.461, 0.405, 0.244, 0.619, 0.290, 0.601, 0.377, 0.541, 0.342, 0.488, 0.376, 0.365, 0.304, 0.313, 0.471, 0.355, 0.278, 0.386, 0.368, 0.349, 0.478, 0.451, 0.473]}

***

The least stable of them is model x.

***

Model w:
{"formula": "C3H9NO", "method": "wB97M-V/def2-TZVPD", "total_charge": 0, "homo_lumo_gap_ev": 9.45, "e_homo_ha": -0.321, "e_lumo_ev": 0.724, "symbols": ["C", "N", "C", "C", "H", "H", "H", "H", "H", "H", "H", "O", "H", "H"], "xyz": [[-1.954, 2.703, 0.381], [-1.167, 1.833, -0.087], [0.239, 1.910, 0.340], [1.170, 0.984, -0.457], [-1.742, 3.778, 0.342], [-2.891, 2.421, 0.867], [0.600, 2.955, 0.349], [0.187, 1.597, 1.381], [1.233, 0.049, 0.101], [0.674, 0.762, -1.401], [2.150, 1.446, -0.541], [0.727, -6.822, -0.800], [0.323, -6.099, -0.290], [0.453, -7.517, -0.184]], "mulliken_charge": [-0.333, -0.423, -0.234, -0.956, 0.282, 0.249, 0.360, 0.219, 0.241, 0.307, 0.287, -0.634, 0.318, 0.316]}

***

Model x:
{"formula": "C3H9NO", "method": "wB97M-V/def2-TZVPD", "total_charge": 0, "homo_lumo_gap_ev": 8.96, "e_homo_ha": -0.292, "e_lumo_ev": 1.028, "symbols": ["C", "C", "C", "N", "H", "H", "H", "H", "H", "H", "H", "O", "H", "H"], "xyz": [[-1.092, 0.097, -0.992], [-0.769, -1.017, 0.002], [0.428, -1.024, 0.619], [1.120, -2.154, 1.011], [-2.076, 0.559, -1.065], [-0.745, -0.191, -1.983], [-0.476, 0.884, -0.537], [-1.549, -1.767, 0.130], [0.789, -0.027, 0.859], [1.721, -2.089, 1.821], [0.520, -2.965, 1.115], [0.805, 3.414, 0.011], [0.108, 2.770, -0.136], [1.215, 3.512, -0.854]], "mulliken_charge": [-0.432, -0.299, -0.130, -0.468, 0.356, 0.229, -0.292, 0.307, 0.280, 0.241, 0.230, -0.653, 0.308, 0.325]}

***

Model y:
{"formula": "C3H9NO", "method": "wB97M-V/def2-TZVPD", "total_charge": 0, "homo_lumo_gap_ev": 10.37, "e_homo_ha": -0.341, "e_lumo_ev": 1.105, "symbols": ["C", "N", "C", "O", "C", "H", "H", "H", "H", "H", "H", "H", "H", "H"], "xyz": [[0.431, -1.929, 0.398], [-0.765, -1.107, 0.689], [-0.478, 0.286, 0.615], [-0.554, 0.712, -0.739], [0.191, 1.887, -1.010], [1.018, -1.569, -0.447], [0.103, -2.946, 0.186], [1.003, -1.973, 1.323], [-1.441, -1.351, -0.008], [0.515, 0.535, 1.007], [-1.149, 0.836, 1.285], [-0.118, 2.751, -0.410], [1.268, 1.827, -0.821], [-0.022, 2.040, -2.066]], "mulliken_charge": [-0.823, -0.433, -0.353, -0.328, -0.704, 0.292, 0.337, 0.277, 0.266, 0.314, 0.308, 0.294, 0.310, 0.244]}

***

The least stable of them is model w.

***

Model w:
{"formula": "C2H3IN2O", "method": "wB97M-V/def2-TZVPD", "total_charge": 0, "homo_lumo_gap_ev": 10.91, "e_homo_ha": -0.372, "e_lumo_ev": 0.785, "symbols": ["N", "N", "O", "C", "C", "H", "H", "I", "H"], "xyz": [[0.202, 0.488, -0.575], [0.357, 1.031, 0.377], [0.623, 1.517, 1.356], [-1.673, -1.425, 1.238], [-1.999, -0.732, 0.286], [-1.242, -2.247, 1.741], [-2.495, 0.058, -0.224], [3.648, 1.146, -1.824], [2.581, 0.163, -2.374]], "mulliken_charge": [-0.382, 0.914, -0.550, -0.243, -0.491, 0.355, 0.395, -0.097, 0.099]}

***

Model x:
{"formula": "C2H3IN2O", "method": "wB97M-V/def2-TZVPD", "total_charge": 0, "homo_lumo_gap_ev": 7.48, "e_homo_ha": -0.317, "e_lumo_ev": -1.139, "symbols": ["N", "C", "C", "O", "H", "N", "I", "H", "H"], "xyz": [[1.464, 2.019, 0.025], [1.193, 0.838, 0.291], [1.437, -0.165, 1.087], [1.288, -1.264, 1.488], [0.961, 2.427, -0.759], [-1.272, -1.106, -0.804], [-2.276, 0.559, -0.164], [-1.953, -1.764, -1.170], [-0.842, -1.544, 0.005]], "mulliken_charge": [-0.467, 0.159, 0.387, -0.393, 0.304, -0.676, 0.106, 0.313, 0.267]}

***

The least stable of them is model w.